[1]
The following is a DFT calculation (ωB97M-V with the def2-TZVPD basis set) of a molecular structure, C23H19BrIrN4O4S in a non-equilibrium geometry.

Element x y z (Å)
Ir 0.3725 -0.0960 -0.8067
Br -3.3801 -3.1764 4.8130
C -2.6745 -2.5769 3.1595
C -3.5089 -2.5657 2.0312
C -3.0129 -2.0902 0.8414
C -1.6874 -1.6165 0.7141
O -1.3293 -1.0947 -0.4050
C -0.8083 -1.7097 1.8683
C 0.5535 -1.3728 1.8367
N 1.2465 -0.9567 0.7680
C 2.5753 -0.6717 0.8843
C 3.4437 -1.1440 1.8822
C 4.7514 -0.6936 1.9300
C 5.2434 0.2060 1.0016
C 4.4361 0.6419 -0.0655
C 4.8701 1.4980 -1.0964
C 4.0030 1.8089 -2.1206
C 2.7073 1.3068 -2.1128
N 2.2567 0.5361 -1.1243
C 3.0969 0.1846 -0.1269
C -1.3617 -2.1657 3.0822
H -4.5277 -2.9109 2.1037
H -3.6356 -2.0555 -0.0393
H 1.0735 -1.3957 2.7881
H 3.1020 -1.8833 2.5895
H 5.3990 -1.0528 2.7159
H 6.2532 0.5750 1.0715
H 5.8748 1.8890 -1.0901
H 4.3196 2.4352 -2.9376
H 2.0212 1.5243 -2.9188
H -0.7266 -2.2015 3.9542
O -0.7273 1.1480 -2.0898
N -1.4894 0.6526 -3.0232
C -2.6035 1.3286 -3.3591
C -3.4387 0.8884 -4.3500
C -3.1287 -0.2986 -5.0220
C -1.9797 -0.9739 -4.6854
C -1.1415 -0.4981 -3.6681
S 0.3055 -1.2911 -3.2190
H -2.7809 2.2256 -2.7873
H -4.3229 1.4572 -4.5857
H -3.7819 -0.6856 -5.7899
H -1.6937 -1.8894 -5.1788
N -2.5893 1.9012 2.0773
C -1.4094 2.0184 2.9299
C -0.1804 1.7292 2.0687
O 0.9063 1.4517 2.4840
O -0.4562 1.7998 0.7625
H -3.3385 2.5151 2.3736
H -2.9473 0.9531 2.0818
H -1.4314 1.9957 0.6993
H -1.4032 1.3514 3.7981
H -1.3145 3.0451 3.2916

Properties
- total charge = +1
- HOMO (spin up / spin down) (eV) = -10.425 / -10.424
- energy relative to the best compared isomer or geometry (same formula, charge and spin) (kcal per mole) = 42.6

---

[2]
The following is a DFT calculation (ωB97M-V with the def2-TZVPD basis set) of a single C3H2N2O3 molecule in a non-equilibrium geometry.

Element x y z (Å)
O 0.0093 2.7173 0.7050
C 0.2586 1.4598 0.5418
C 0.1680 0.3051 1.5774
N 0.1138 -0.7266 0.7370
C 0.0555 -0.3995 -0.5123
N -0.2404 -1.2861 -1.4080
O -0.3775 -2.5768 -0.9569
O 0.0841 0.9087 -0.6862
H 0.4702 0.1631 2.6147
H -0.2032 -2.6597 -0.0546

Properties
- HOMO (eV) = -9.977
- energy relative to the best compared isomer or geometry (same formula, charge and spin) (kcal per mole) = 112.2

---

[3]
The following is a DFT calculation (ωB97M-V with the def2-TZVPD basis set) of a molecular structure, C30H34ClMnO7 in a non-equilibrium geometry.

Element x y z (Å)
C -3.6673 -5.4625 -3.3733
C -2.5514 -4.4133 -3.3281
C -3.8997 -5.9266 -1.9227
C -2.6554 -5.4515 -1.1524
H -3.9416 -7.0224 -1.9473
H -4.8449 -5.5504 -1.5100
C -1.6543 -4.8616 -2.1665
H -3.0252 -3.4504 -3.0983
H -2.0345 -4.3270 -4.2900
C -0.9526 -3.7679 -1.3999
H -0.9511 -5.6103 -2.5521
H -2.2037 -6.3300 -0.6642
C -2.8187 -4.2979 -0.0778
C -4.9201 -4.9638 -4.0697
C -3.3197 -6.6687 -4.2551
O -3.5118 -7.8322 -3.9515
O -5.2081 -3.7823 -4.1967
O -5.6484 -5.9601 -4.6058
O -2.8324 -6.3184 -5.4549
C -2.6727 -7.4421 -6.3262
H -2.2726 -7.0172 -7.2461
H -3.6518 -7.9088 -6.4885
H -1.9857 -8.1699 -5.8790
C -6.7347 -5.4579 -5.3818
H -7.3109 -4.7227 -4.8098
H -7.3295 -6.3324 -5.6364
H -6.3359 -4.9744 -6.2814
O -1.8673 -3.1848 -0.4604
H -0.5965 -2.9404 -2.0175
H -0.1159 -4.2168 -0.8319
C -2.3525 -4.8938 1.2375
C -4.2007 -3.6706 0.0384
H -4.9421 -4.4430 0.2775
H -4.5065 -3.1488 -0.8791
H -4.1940 -2.9460 0.8634
H -2.2935 -4.1322 2.0251
H -1.3654 -5.3555 1.0885
H -3.0623 -5.6774 1.5443
Mn 0.0189 -0.3273 -0.0009
C 2.0572 -0.4516 0.9724
C 1.5862 -1.7536 0.5997
C 1.3898 -1.7611 -0.8252
H 1.5101 -2.6168 1.2597
C 1.6563 -0.4401 -1.3146
C 2.0438 0.3845 -0.1882
H 2.3704 1.4264 -0.2286
H 2.4764 -0.2022 1.9444
H 1.2532 -2.6392 -1.4525
H 1.6649 -0.1771 -2.3710
C -1.8870 0.8830 0.3803
C -0.8523 1.7491 -0.0851
C -0.3787 1.2451 -1.3392
H -0.5663 2.7034 0.3477
C -1.1386 0.0507 -1.6591
C -2.0733 -0.1626 -0.5786
H -2.8845 -0.8822 -0.5773
H -2.4989 1.0428 1.2637
H 0.3386 1.7503 -1.9829
H -1.1097 -0.5127 -2.5870
Cl 0.5104 4.0249 8.1870
C 0.4868 3.3415 6.6186
C 1.2990 3.8807 5.6034
C 1.2915 3.2938 4.3376
C 0.4873 2.1759 4.0798
C -0.3061 1.6356 5.0930
C -0.3197 2.2181 6.3615
C 0.5041 1.5453 2.7067
O 1.0499 2.2437 1.8102
O -0.0245 0.3843 2.5844
H 1.9372 4.7333 5.8141
H 1.9200 3.6845 3.5390
H -0.8928 0.7457 4.8757
H -0.9256 1.7973 7.1572

Properties
- ⟨S²⟩ = 3.803
- multiplicity = 4
- total charge = -1
- HOMO (spin up / spin down) (eV) = -2.257 / -3.533

---

[4]
The following is a DFT calculation (ωB97M-V with the def2-TZVPD basis set) of a molecular structure, C36H45FI2N8O4V.

Element x y z (Å)
V 1.5908 -0.0980 -0.8921
I 5.2427 4.0026 4.2141
C 4.0751 3.1729 2.7056
C 3.0821 4.0176 2.0941
C 2.2910 3.5168 1.1079
I 0.8171 4.6910 0.2307
C 2.4381 2.1804 0.6481
O 1.5815 1.6664 -0.1707
C 3.4556 1.2807 1.2545
C 4.3548 0.4915 0.2853
N 3.8678 0.4965 -1.1307
C 4.5476 1.6635 -1.7696
C 4.0283 2.3361 -3.0203
C 4.8989 2.5463 -4.0875
C 4.5131 3.3872 -5.1282
C 3.2715 3.9962 -5.0655
C 2.4599 3.7111 -3.9739
N 2.8128 2.8899 -2.9863
C 4.2629 1.9020 2.3227
H 2.9676 5.0366 2.4349
H 5.3533 0.9302 0.3163
H 4.4293 -0.5324 0.6385
H 4.2581 -0.3521 -1.5326
H 4.5379 2.4603 -1.0224
H 5.5985 1.4089 -1.9274
H 5.8926 2.1136 -4.0711
H 5.1893 3.5916 -5.9490
H 2.9421 4.6900 -5.8268
H 1.4797 4.1690 -3.8836
H 5.0237 1.2841 2.7845
F -5.2648 -1.7608 0.0449
C -4.2607 -1.5628 0.9199
C -3.0254 -1.2831 0.4267
C -1.9348 -1.1226 1.2924
C -0.6141 -0.8527 0.7869
O -0.3764 -0.6643 -0.4550
C 0.4299 -0.7698 1.7325
C 0.1470 -0.8402 3.0659
N -1.0951 -1.0317 3.5490
C -1.2911 -1.1315 4.9873
C -2.0548 -0.0483 5.6936
C -0.5728 -0.1702 5.8809
C -2.1542 -1.2237 2.6762
C -3.4428 -1.4952 3.1594
C -4.5162 -1.6846 2.3057
N -5.7859 -1.9738 2.8239
C -7.0067 -1.8544 2.0256
C -8.2202 -1.9814 2.9503
N -7.8736 -1.4280 4.3038
C -6.8210 -2.2731 4.9969
C -5.9351 -2.9095 3.9284
C 1.7972 -0.5552 1.1993
O 2.5814 0.2004 1.9784
O 2.2979 -1.4273 0.3496
H -2.8800 -1.2138 -0.6424
H 0.9278 -0.7313 3.8056
H -1.4068 -2.1539 5.3256
H -2.7053 -0.3365 6.5077
H -2.4004 0.7788 5.0874
H -0.1958 -0.5595 6.8150
H 0.0404 0.5934 5.4225
H -3.5981 -1.5324 4.2268
H -7.1029 -2.6195 1.2525
H -7.0169 -0.8835 1.5330
H -8.5191 -3.0146 3.1121
H -9.0735 -1.4352 2.5566
H -8.7110 -1.3677 4.8848
H -7.5217 -0.4759 4.1945
H -7.3349 -3.0132 5.6068
H -6.2594 -1.6025 5.6433
H -6.3683 -3.8524 3.5782
H -4.9732 -3.1601 4.3652
N 3.6853 -0.1204 -5.6346
C 2.6054 -0.3665 -4.5984
C 2.2552 -1.8437 -4.5575
C 1.1066 -2.1102 -3.5828
N 1.5622 -1.9600 -2.1845
C -0.0873 -1.1907 -3.8456
C 0.2633 0.2958 -3.9643
N 0.5888 0.8838 -2.6452
C 1.4040 0.4866 -4.9610
H 4.5028 -0.7158 -5.4833
H 3.9950 0.8585 -5.5759
H 3.3386 -0.3022 -6.5799
H 3.0389 -0.0383 -3.6531
H 3.1236 -2.4498 -4.2779
H 1.9416 -2.1726 -5.5538
H 0.7867 -3.1405 -3.7515
H 2.3728 -2.5434 -1.9889
H 0.8335 -2.3458 -1.5842
H -0.8280 -1.3297 -3.0545
H -0.5649 -1.5032 -4.7773
H -0.6045 0.8100 -4.3825
H -0.2838 1.0758 -2.1560
H 1.0724 1.7820 -2.7240
H 1.6797 1.5375 -5.0329
H 1.0396 0.1763 -5.9477

Properties
- ⟨S²⟩ = 2.328
- multiplicity = 3
- total charge = +3
- HOMO (spin up / spin down) (eV) = -12.601 / -12.967
- energy relative to the best compared isomer or geometry (same formula, charge and spin) (kcal per mole) = 88.7

---

[5]
The following is a DFT calculation (ωB97M-V with the def2-TZVPD basis set) of 2 unconnected molecules or ions with the total composition C5H13NO in a non-equilibrium geometry.

Element x y z (Å)
C -1.7320 0.4730 -0.7320
C -0.7303 1.4922 -1.2841
C 0.7165 1.1430 -1.0770
N 1.4079 0.8324 -2.2131
O 1.2852 1.1247 -0.0038
H -1.3596 -0.5508 -0.7199
H -2.6662 0.5145 -1.2827
H -1.9899 0.7066 0.2946
H -0.9406 1.6694 -2.3386
H -0.8695 2.4318 -0.7548
H 2.3749 0.5636 -2.1443
H 1.0403 0.8760 -3.1528
C 0.9988 -1.7360 1.4938
C -0.1053 -1.1059 2.3185
H 1.1398 -1.2889 0.5122
H 1.9340 -1.7102 2.0460
H 0.7907 -2.7912 1.3150
H -0.7882 -1.7995 2.8176
H -0.7671 -0.4112 1.7983
H 0.2606 -0.4337 3.1072

Properties
- HOMO (eV) = -9.844
- energy relative to the best compared isomer or geometry (same formula, charge and spin) (kcal per mole) = 6.6

---

[6]
The following is a DFT calculation (ωB97M-V with the def2-TZVPD basis set) of a single C3H5NO2 molecule in a non-equilibrium geometry.

Element x y z (Å)
N 0.9075 -1.6836 -1.5624
C 0.3860 -0.8299 -0.8110
O 1.1126 -0.3948 0.2697
C 0.4036 0.5622 1.0361
C -0.9274 0.7331 0.2874
O -0.8311 -0.1810 -0.8170
H 0.5639 -2.1355 -2.3980
H 0.9701 1.5005 1.0869
H 0.2556 0.1916 2.0584
H -1.7826 0.4772 0.9246
H -1.0581 1.7602 -0.0747

Properties
- HOMO (eV) = -9.925
- energy relative to the best compared isomer or geometry (same formula, charge and spin) (kcal per mole) = 32.7